Formula: C60H50I2N3O4PSe2TaTe
Source: the Open Molecules 2025 dataset
Level of theory: ωB97M-V/def2-TZVPD

Summary:
Energy relative to the best compared isomer or geometry (same formula, charge and spin) in kcal/mol: 32.5
Total charge: +1
LUMO (alpha / beta) in eV: -3.12 / -3.12
Kohn-Sham gap (alpha / beta) in eV: 6.333 / 6.332
F_max in eV/A: 0.735

Cartesian coordinates (Å):
H: -2.86 -3.29 -1.50
H: 3.72 4.85 2.61
H: 0.15 -5.09 3.54
C: 4.14 2.16 0.61
C: 5.31 0.05 -2.80
C: 0.99 -1.00 -1.42
C: -2.38 5.83 2.06
H: 5.29 -1.54 -6.47
H: 3.40 -0.07 -5.95
H: -3.48 -0.17 4.74
H: -6.58 5.86 1.56
C: 2.45 0.61 -0.41
H: -1.24 5.09 3.73
H: -1.26 5.94 -1.14
C: 5.24 -1.77 -1.23
C: -5.21 -1.40 5.08
C: -6.02 -0.64 2.53
H: 0.94 -5.60 -5.32
Te: 0.85 -0.15 -4.41
O: 1.03 4.09 3.77
C: -0.03 -0.50 -2.45
C: 3.49 -1.03 -5.44
H: -0.68 -3.65 -1.10
C: -4.41 -0.54 4.34
C: -6.06 4.92 1.64
H: -3.86 -2.22 -2.50
H: -2.15 -0.41 -2.67
H: 5.65 -2.69 -0.85
H: 1.92 -2.99 -3.16
C: -1.26 5.29 2.67
C: -0.14 4.97 1.90
H: 3.55 0.60 4.80
C: 3.77 -3.45 -4.13
Ta: -0.43 0.65 0.91
C: -1.25 5.76 -0.08
H: -6.34 -0.33 1.54
H: -0.62 -3.72 -5.38
C: -2.29 -2.04 -4.65
Se: -1.91 1.41 2.97
C: 5.84 -1.13 -2.31
H: 6.38 3.98 0.66
C: 1.04 -5.68 -3.19
C: -0.38 -3.33 2.41
C: 4.56 -1.85 -5.73
C: 3.60 -0.01 -1.12
H: 3.64 -1.70 0.21
H: -1.49 -1.65 -5.26
I: 2.55 -4.61 5.35
C: 2.13 3.72 1.75
C: -1.83 -2.43 -3.24
H: -2.72 -2.91 -5.16
H: -3.25 6.07 2.64
H: -7.01 -2.55 5.13
C: 0.40 -4.05 3.35
H: 3.79 1.55 -2.58
C: 3.46 4.03 1.95
C: 2.67 -2.64 -3.86
C: 2.80 1.81 0.38
C: -5.26 3.10 3.00
H: -4.49 2.61 -0.28
H: 6.04 4.41 2.33
C: -4.91 3.08 0.60
H: 6.50 2.76 1.92
C: -1.41 -1.18 -2.42
O: 0.53 2.30 0.77
C: 1.82 2.63 0.95
C: 1.75 -2.09 3.79
C: 1.00 4.30 2.57
N: 1.26 0.08 -0.43
C: 2.00 0.61 3.32
H: 5.77 0.54 -3.65
C: 4.71 -3.07 -5.07
H: 3.86 -4.39 -3.61
C: 0.59 -5.11 -2.00
P: -3.84 0.96 2.05
H: -7.73 -1.87 2.87
C: 5.93 3.63 1.58
O: -0.71 -1.27 1.25
C: 2.84 0.00 4.26
C: 0.59 -5.17 -4.39
N: -1.91 1.05 -0.31
C: -0.31 -4.05 -2.04
C: 1.44 -3.47 4.01
H: -3.07 -1.28 -4.57
C: -5.56 4.30 0.50
H: 0.73 4.96 -0.06
H: -3.47 -3.85 -3.06
H: -5.15 2.64 3.97
C: -0.30 -4.10 -4.42
C: 4.12 -1.21 -0.64
H: -4.90 -1.69 6.08
H: 3.35 -1.84 5.22
H: 1.92 -1.31 -1.88
H: 4.93 1.55 0.20
H: 6.71 -1.57 -2.78
H: -5.68 4.77 -0.47
C: -4.77 2.48 1.85
O: -2.12 1.98 -1.09
C: -0.05 -2.03 2.12
H: -6.31 4.80 3.77
H: 5.55 -3.71 -5.30
H: -1.58 -1.43 -1.36
C: 4.48 3.27 1.37
C: 0.98 -1.39 2.85
H: 1.73 -6.51 -3.16
Se: -3.56 -0.10 0.12
H: -0.22 0.54 -2.21
N: 1.11 -0.05 2.61
C: -3.08 -2.99 -2.52
H: 2.05 1.69 3.19
C: -6.80 -1.50 3.28
I: -2.02 -4.21 1.52
H: -3.25 6.48 0.21
H: 0.60 -1.86 -0.87
C: -5.91 4.32 2.89
C: 2.52 -1.42 -4.52
C: -0.14 5.21 0.53
H: 0.92 -5.50 -1.05
C: -4.82 -0.16 3.07
C: 4.20 0.62 -2.20
C: -2.37 6.06 0.69
C: -0.77 -3.53 -3.25
C: -6.40 -1.88 4.55
C: 2.72 -1.35 4.49

Atom charges from the Löwdin analysis, given in e for atoms 1 to 99: 0.039, 0.138, 0.084, 0.046, -0.060, -0.213, -0.063, 0.108, 0.088, 0.065, 0.112, -0.137, 0.120, 0.110, -0.058, -0.061, -0.096, 0.112, 1.408, 0.109, -0.527, -0.183, 0.042, -0.098, -0.069, 0.081, 0.107, 0.112, 0.076, -0.018, -0.159, 0.121, -0.079, 1.475, -0.054, 0.105, 0.110, -0.077, 0.454, -0.067, 0.089, -0.096, -0.624, -0.091, -0.225, 0.124, 0.015, 0.970, -0.099, -0.487, 0.091, 0.103, 0.112, -0.206, 0.128, 0.055, -0.135, -0.070, -0.083, 0.072, 0.080, -0.086, 0.086, -0.216, -0.233, -0.292, -0.196, -0.302, -0.009, -0.069, 0.115, -0.089, 0.107, -0.073, 0.382, 0.113, -0.036, -0.340, -0.003, -0.075, -0.680, -0.073, -0.660, 0.091, -0.069, 0.122, 0.100, 0.114, -0.029, -0.026, 0.112, 0.072, 0.064, 0.130, 0.113, 0.114, -0.401, -0.181, -0.393


Formula: C60H50N4O3P3SiTi
Source: the Open Molecules 2025 dataset
Level of theory: ωB97M-V/def2-TZVPD

Summary:
Energy relative to the best compared isomer or geometry (same formula, charge and spin) in kcal/mol: 8.8
Total charge: +1
LUMO (alpha / beta) in eV: -2.06 / -2.08
2S+1: 3
Kohn-Sham gap (alpha / beta) in eV: 5.780 / 7.665
F_max in eV/A: 2.899

Cartesian coordinates (Å):
C: -2.20 -0.66 -1.28
C: -3.51 4.37 -2.69
C: -3.61 1.61 0.05
C: 1.88 -4.12 -2.19
H: -3.71 -5.08 3.19
C: -2.40 3.61 -2.37
H: 3.44 0.35 5.35
C: 2.03 -3.35 -4.46
O: 2.07 -0.50 -0.15
H: -0.04 3.94 1.76
H: 2.01 -4.92 -1.48
C: 3.64 2.10 0.69
H: -5.04 1.63 3.63
H: -4.11 4.11 -3.55
C: -1.78 -0.67 -3.66
H: 1.00 4.77 -5.28
O: 1.31 0.45 -0.94
C: 4.71 2.32 1.49
C: 5.29 -2.84 1.96
O: -0.68 1.74 2.49
H: 5.67 2.76 1.30
C: 4.16 -2.81 2.76
C: -1.07 -6.29 -0.18
C: -0.50 -5.05 -0.45
C: 2.36 0.50 3.53
C: -3.99 -1.11 -2.86
H: 3.54 2.33 -0.36
H: -1.20 -7.92 1.22
C: -0.76 -6.95 1.00
H: 0.38 -6.89 2.82
C: 0.77 4.41 1.21
N: 4.36 1.84 2.74
H: -0.75 -4.54 -1.37
H: 2.25 -3.53 -5.51
C: -3.10 -0.98 -3.92
Si: 0.54 -0.16 -2.31
H: -1.76 -6.73 -0.88
C: 2.74 -2.82 0.78
H: -3.44 -1.10 -4.94
C: 1.28 -1.84 -2.70
H: 4.25 -2.82 3.84
N: 2.63 1.51 1.41
Ti: 0.91 0.39 1.06
H: 1.46 2.61 -6.41
H: -4.99 3.18 -0.37
H: 1.42 -4.73 2.32
H: -1.74 -1.29 3.18
C: 2.19 -4.36 -3.53
C: -2.28 -2.02 1.25
H: 4.96 1.83 3.54
C: -3.29 -4.24 2.65
C: 3.89 -2.81 -0.01
C: 0.93 3.83 -4.73
H: -2.84 -3.13 -0.51
C: 1.00 4.06 -0.12
H: -2.65 -3.20 4.43
C: -1.59 3.93 -1.27
H: 6.28 -2.86 2.41
H: 2.54 -5.34 -3.83
H: -1.33 5.33 0.35
C: 3.11 1.33 2.64
C: 1.41 -2.88 -1.75
H: -4.71 6.08 -2.16
H: 3.73 6.01 -0.65
C: 0.42 -4.46 0.43
H: -3.24 1.61 -0.96
H: -4.25 -1.04 -0.74
C: 0.80 -0.87 4.13
H: 3.81 -2.78 -1.08
P: 1.02 -2.73 0.08
C: -4.64 1.64 2.62
C: 5.15 -2.82 0.58
H: 1.37 5.60 2.89
H: 1.61 -1.21 6.17
H: 2.32 4.38 -1.79
H: 6.03 -2.81 -0.06
H: 0.34 4.80 -2.93
C: -3.63 0.74 2.28
C: 2.90 -2.79 2.17
H: -1.63 1.86 2.35
H: -5.93 3.21 1.93
C: 1.59 -2.10 -4.04
N: 1.24 -0.07 3.08
H: -3.75 -5.03 0.72
C: -3.10 0.70 0.98
C: -4.62 2.51 0.39
C: 0.75 1.44 -3.29
C: 0.50 2.67 -2.64
C: -3.33 -4.20 1.27
C: -1.30 -0.51 -2.34
H: -2.15 2.75 -2.99
H: -3.31 6.66 -0.21
C: 2.63 5.93 1.19
H: -0.56 1.59 3.44
C: 0.71 -5.14 1.62
C: -2.82 -3.11 0.57
C: -3.06 5.80 -0.82
C: -1.94 5.04 -0.50
P: -1.70 -0.45 0.48
H: -0.06 -1.51 4.05
H: -1.09 -0.55 -4.49
H: -5.03 -1.35 -3.04
C: -2.70 -3.18 3.34
H: 3.26 6.67 1.68
H: 2.03 -2.76 2.81
C: 1.58 5.34 1.86
H: -3.30 0.04 3.03
C: 1.63 -0.75 5.19
H: 1.47 -1.32 -4.78
C: -5.14 2.53 1.67
C: -3.54 -0.95 -1.56
H: 1.27 0.51 -5.16
C: -3.84 5.48 -1.91
C: -2.20 -2.10 2.64
C: 0.58 3.85 -3.39
C: 2.09 4.65 -0.77
P: -0.15 2.82 -0.88
N: 2.61 0.13 4.81
C: 1.08 1.45 -4.65
C: 1.19 2.63 -5.37
C: 0.13 -6.38 1.90
C: 2.89 5.57 -0.12

Atom charges from the Löwdin analysis, given in e for atoms 1 to 99: -0.361, -0.077, -0.102, -0.107, 0.109, -0.121, 0.161, -0.068, -0.412, 0.083, 0.113, -0.078, 0.109, 0.109, -0.085, 0.112, -0.444, -0.042, -0.088, -0.100, 0.125, -0.087, -0.092, -0.132, -0.249, -0.055, 0.120, 0.105, -0.089, 0.104, -0.135, 0.131, 0.107, 0.110, -0.059, 0.628, 0.108, -0.335, 0.111, -0.189, 0.100, 0.031, 0.676, 0.111, 0.104, 0.081, 0.063, -0.059, -0.352, 0.159, -0.069, -0.070, -0.058, 0.099, -0.361, 0.108, -0.359, 0.102, 0.112, 0.088, -0.244, -0.326, 0.106, 0.109, -0.353, 0.082, 0.118, -0.111, 0.103, 1.129, -0.071, -0.068, 0.106, 0.125, 0.094, 0.106, 0.114, -0.110, -0.130, 0.033, 0.109, -0.088, -0.013, 0.111, -0.342, -0.053, -0.194, -0.331, -0.070, -0.215, 0.108, 0.107, -0.081, 0.066, -0.080, -0.093, -0.076, -0.077, 1.084


Formula: C60H51AuO4P2S2
Source: the Open Molecules 2025 dataset
Level of theory: ωB97M-V/def2-TZVPD

Summary:
Total charge: +2
LUMO (alpha / beta) in eV: -7.53 / -7.52
Kohn-Sham gap (alpha / beta) in eV: 5.002 / 5.004
F_max in eV/A: 1.941

Cartesian coordinates (Å):
C: -3.00 0.51 2.12
Au: -1.64 0.25 -1.45
C: -3.16 -0.54 -2.60
H: 0.05 2.70 3.12
H: -4.06 -0.56 -2.00
H: -0.15 -0.64 4.80
H: 2.91 0.36 -0.74
H: -2.79 -1.52 -2.89
C: -4.15 -5.96 0.95
H: -0.92 5.93 -7.56
H: -1.52 -2.28 -0.23
H: -3.58 2.55 6.43
H: 5.98 -0.93 -4.41
C: 0.62 -3.43 -5.65
C: -0.68 5.25 -6.75
H: 1.67 1.07 -4.83
C: -1.38 4.06 -6.62
H: 0.00 0.51 -4.73
C: 5.82 -0.23 -2.39
C: 0.14 -0.77 1.71
C: 4.97 0.13 -1.35
C: -0.92 0.04 5.15
H: 1.09 -1.35 -5.79
H: -5.78 -3.93 1.68
H: -4.82 -6.29 0.15
C: -2.90 1.41 4.74
C: 2.96 1.12 2.40
C: -0.29 -3.36 2.68
C: 0.89 -1.99 -3.74
S: 0.58 0.84 1.04
C: -1.65 -4.97 3.86
C: -4.85 -3.57 1.26
C: -2.69 -4.01 0.31
O: -4.44 0.60 -0.04
C: -0.06 3.51 -4.68
C: 0.85 0.86 -4.14
C: 5.31 -0.65 -3.61
H: -3.23 -6.54 0.87
C: 3.75 1.64 3.41
H: 5.37 0.46 -0.41
H: 0.85 6.52 -5.95
C: 0.34 -4.50 -4.81
O: -0.67 1.67 1.01
C: -1.96 0.05 2.90
H: -0.11 0.13 7.12
H: -3.13 -1.93 3.93
H: 1.41 4.98 -4.11
H: 4.80 1.37 3.46
H: -5.39 -1.50 1.48
H: 0.62 -3.57 -6.72
C: 0.33 -4.32 -3.43
C: 3.87 3.65 -1.97
H: -4.73 1.76 1.89
H: -1.82 1.74 7.94
C: -2.39 -2.68 3.71
C: -1.85 1.39 6.91
H: -4.63 -6.21 1.90
H: 5.15 3.03 5.18
C: -0.89 0.48 6.45
H: 0.21 -5.45 2.92
C: -1.07 3.19 -5.59
C: 0.32 5.58 -5.85
H: 0.13 -5.47 -5.22
P: 0.26 2.38 -3.35
H: 0.60 -2.92 -1.82
C: 2.90 3.04 -2.75
C: -2.46 -2.65 0.18
C: 3.94 -0.72 -3.80
H: 4.26 4.74 -0.17
C: 1.57 3.04 -2.34
H: 3.38 0.44 1.67
H: -1.93 -4.71 -0.02
C: 1.08 2.38 3.24
C: 1.06 -1.81 1.41
H: -4.66 2.55 4.23
C: -1.92 0.48 4.26
C: 3.23 2.54 4.33
C: -3.91 1.86 3.86
H: -1.82 -5.98 4.21
C: 0.89 -2.18 -5.12
C: 0.85 -3.06 1.89
H: 0.17 3.66 -0.82
C: -3.43 -1.76 0.63
P: 1.31 -0.44 -2.96
C: 3.60 0.06 -1.54
H: 1.48 3.63 4.92
H: 4.90 3.64 -2.29
C: -4.64 -2.21 1.16
H: 3.86 4.16 5.60
H: 1.56 -3.85 1.68
C: -0.99 -1.00 2.47
H: 3.93 2.58 6.36
C: -3.88 -4.49 0.84
C: -0.52 -4.68 3.14
C: -2.59 -3.96 4.14
C: -1.23 -2.34 2.97
C: 4.09 3.11 5.43
C: -3.96 1.42 2.57
H: 0.12 -5.15 -2.78
H: -3.48 -4.20 4.70
O: 0.62 -0.28 -1.62
C: 0.63 4.72 -4.81
C: 3.51 4.26 -0.77
O: -1.00 2.07 -2.55
C: 1.89 2.91 4.23
H: 3.19 2.58 -3.69
C: 2.18 4.27 -0.36
H: -1.63 2.27 -5.48
C: 1.21 3.66 -1.14
C: 3.08 -0.36 -2.76
H: -3.23 0.17 -3.43
H: 6.90 -0.18 -2.24
H: 1.90 4.76 0.57
C: 0.61 -3.07 -2.89
C: -2.84 1.85 6.08
C: 1.62 1.47 2.34
H: -2.16 3.80 -7.33
H: 1.93 -1.59 0.79
H: 3.55 -1.07 -4.75
S: -3.21 -0.02 0.44

Atom charges from the Löwdin analysis, given in e for atoms 1 to 99: -0.290, 1.006, -0.052, 0.113, 0.015, 0.124, 0.077, 0.043, -0.028, 0.118, 0.090, 0.123, 0.116, -0.054, -0.048, 0.091, -0.057, 0.075, -0.049, -0.296, -0.061, -0.004, 0.107, 0.131, 0.096, -0.140, -0.071, -0.157, -0.290, 0.984, -0.052, -0.009, -0.015, -0.405, -0.279, -0.288, -0.052, 0.082, -0.024, 0.110, 0.117, -0.050, -0.512, -0.128, 0.115, 0.126, 0.107, 0.119, 0.132, 0.117, -0.059, -0.059, 0.116, 0.116, -0.009, -0.044, 0.089, 0.081, -0.043, 0.121, -0.077, -0.051, 0.117, 0.760, 0.097, -0.090, -0.092, -0.066, 0.115, -0.305, 0.097, 0.123, -0.062, -0.076, 0.129, -0.107, -0.254, 0.018, 0.116, -0.082, -0.001, 0.107, -0.376, 0.751, -0.082, 0.124, 0.116, -0.036, 0.086, 0.126, -0.131, 0.092, -0.245, -0.021, -0.044, -0.119, -0.036, -0.032, 0.111


Which value of F_max does entry 2 give? 2.899 eV/A


What is the formula in the third record? C60H51AuO4P2S2


Which of these has the highest total charge? C60H51AuO4P2S2


Look up the total charge of the third one. +2